Record 1
ORCA calculation (wB97M-V/def2-TZVPD) on C29H36N3O8Re as an isolated structure in a non-equilibrium geometry.

Last column: Löwdin spin population.
Atoms and positions in Å:
Re1 -0.309 -0.162 -0.265  0.817
C1 -2.187 0.853 1.081  -0.008
C2 -2.508 -0.462 0.725  -0.008
C3 -1.511 -1.329 1.288  0.012
C4 -0.590 -0.502 2.009  0.039
C5 -0.981 0.852 1.819  -0.009
C6 -0.351 2.082 2.393  -0.002
C7 0.438 -1.045 2.946  0.017
C8 -1.625 -2.804 1.486  0.006
C9 -3.652 -0.905 -0.117  -0.001
C10 -2.924 2.089 0.720  -0.001
H1 -1.123 2.804 2.660  0.000
H2 0.337 2.559 1.700  -0.001
H3 0.208 1.843 3.296  0.000
H4 0.013 -1.102 3.952  0.004
H5 1.337 -0.435 2.970  0.001
H6 0.734 -2.049 2.658  0.001
H7 -2.148 -3.012 2.422  0.001
H8 -0.658 -3.295 1.510  0.000
H9 -2.207 -3.262 0.685  0.000
H10 -4.385 -1.448 0.483  -0.001
H11 -3.306 -1.577 -0.895  0.000
H12 -4.177 -0.070 -0.580  0.000
H13 -3.596 2.380 1.530  -0.001
H14 -3.549 1.971 -0.166  0.000
H15 -2.248 2.930 0.560  0.000
N1 1.304 -0.811 -1.416  0.044
C11 1.856 -0.583 -2.788  0.006
C12 0.822 -0.128 -3.769  0.001
C13 0.400 1.327 -3.557  0.001
C14 -1.044 1.482 -3.200  0.009
N2 -1.218 1.412 -1.716  0.026
H16 2.075 -0.666 -0.751  0.008
H17 1.120 -1.829 -1.344  0.009
H18 2.311 -1.532 -3.079  0.000
H19 2.650 0.163 -2.699  0.000
H20 -0.047 -0.788 -3.657  0.000
H21 1.191 -0.281 -4.781  0.000
H22 0.627 1.933 -4.433  0.000
H23 0.987 1.765 -2.735  0.000
H24 -1.656 0.695 -3.643  0.000
H25 -1.451 2.445 -3.526  0.002
H26 -2.225 1.393 -1.572  0.000
H27 -0.918 2.324 -1.375  0.000
O1 2.602 0.158 0.865  0.015
C15 2.255 1.211 0.335  0.003
O2 1.004 1.415 -0.004  0.003
C16 3.261 2.223 -0.075  0.000
C17 2.868 3.436 -0.628  0.000
C18 3.800 4.397 -1.015  0.000
C19 5.124 4.081 -0.822  0.000
O3 6.214 4.832 -1.106  0.000
C20 7.352 4.058 -0.720  0.000
O4 6.880 2.823 -0.190  0.000
C21 5.523 2.864 -0.267  0.000
C22 4.617 1.916 0.124  0.000
H28 1.814 3.636 -0.755  0.000
H29 3.506 5.346 -1.435  0.000
H30 7.901 4.597 0.055  0.000
H31 7.963 3.861 -1.604  0.000
H32 4.911 0.978 0.568  0.000
O5 0.166 -3.197 -1.589  0.003
C23 -0.893 -2.681 -1.920  0.003
O6 -1.232 -1.459 -1.626  0.002
C24 -1.862 -3.405 -2.804  0.000
C25 -1.640 -4.748 -3.095  0.000
C26 -2.524 -5.445 -3.902  0.000
C27 -3.637 -4.810 -4.435  0.000
C28 -3.833 -3.472 -4.138  0.000
C29 -2.969 -2.756 -3.332  0.000
N3 -5.004 -2.779 -4.691  0.000
O7 -5.768 -3.427 -5.368  0.000
O8 -5.129 -1.598 -4.429  0.000
H33 -0.769 -5.233 -2.679  0.000
H34 -2.350 -6.489 -4.121  0.000
H35 -4.342 -5.329 -5.066  0.000
H36 -3.166 -1.716 -3.134  0.000

Computed properties:
energy above the lowest of the compared OMol25 structures with the same formula, charge and spin = 1.022 eV
expectation value of S² = 0.7559
LUMO level (spin up / spin down) = -2.80 / -3.60 eV
net charge = +1
gap between HOMO and LUMO (spin up / spin down) = 7.778 / 6.985 eV
highest occupied orbital energy (spin up / spin down) = -10.58 / -10.58 eV
multiplicity = 2
calculated total energy = -53631.365 eV

Record 2
ORCA calculation (wB97M-V/def2-TZVPD) on a 2-piece molecular cluster, C9H14O overall in a non-equilibrium geometry.

Last column: natural (NBO) charge in e.
Atoms and positions in Å:
C1 0.028 -0.381 -3.458  -0.607
C2 0.777 0.936 -3.330  -0.602
H1 -0.448 -0.493 -4.419  0.205
H2 0.744 -1.217 -3.341  0.194
H3 -0.709 -0.353 -2.681  0.205
H4 1.140 1.058 -2.297  0.197
H5 0.049 1.781 -3.549  0.205
H6 1.670 0.914 -4.029  0.203
C3 -0.936 2.107 2.410  -0.625
C4 0.408 -0.785 0.354  -0.284
C5 -0.008 0.488 0.732  -0.197
C6 0.308 -1.855 1.236  0.299
C7 -0.508 0.723 1.994  -0.042
C8 -0.201 -1.611 2.544  -0.257
C9 -0.622 -0.333 2.922  -0.193
O1 0.730 -3.098 0.900  -0.669
H7 0.798 -0.949 -0.599  0.199
H8 0.090 1.313 -0.041  0.211
H9 1.183 -3.100 -0.026  0.484
H10 -0.334 -2.433 3.256  0.222
H11 -0.308 2.865 1.949  0.213
H12 -0.850 2.183 3.474  0.211
H13 -1.033 -0.130 3.870  0.210
H14 -1.967 2.371 2.127  0.215

Computed properties:
energy above the lowest of the compared OMol25 structures with the same formula, charge and spin = 0.525 eV
LUMO level = 0.74 eV
structure (SMILES) = Cc1ccc(O)cc1.CC
net charge = 0
gap between HOMO and LUMO = 9.028 eV
highest occupied orbital energy = -8.29 eV
multiplicity = 1
calculated total energy = -11607.112 eV

Record 3
ORCA calculation (wB97M-V/def2-TZVPD) on a 3-piece molecular cluster, C2H2O3 overall in a non-equilibrium geometry.

Last column: natural (NBO) charge in e.
Atoms and positions in Å:
C1 -2.693 0.668 0.571  0.498
C2 -0.004 2.009 -0.333  0.515
O1 -2.056 -0.260 0.660  -0.500
O2 1.391 -1.415 -0.416  -0.924
O3 -0.687 2.217 0.540  -0.514
H1 1.879 -2.140 -0.033  0.461
H2 2.170 -1.079 -0.990  0.463

Computed properties:
energy above the lowest of the compared OMol25 structures with the same formula, charge and spin = 0.778 eV
LUMO level = 0.74 eV
net charge = 0
gap between HOMO and LUMO = 12.399 eV
highest occupied orbital energy = -11.66 eV
multiplicity = 1
calculated total energy = -8247.819 eV

- Among the records above, which one has the lowest calculated total energy?
  C29H36N3O8Re

- What is the formula in the third record?
  C2H2O3

- calculated total energy of number 2 (C9H14O)?
  -11607.112 eV

Please write out number 3 again, unchanged.
ORCA calculation (wB97M-V/def2-TZVPD) on a 3-piece molecular cluster, C2H2O3 overall in a non-equilibrium geometry.

Last column: natural (NBO) charge in e.
Atoms and positions in Å:
C1 -2.693 0.668 0.571  0.498
C2 -0.004 2.009 -0.333  0.515
O1 -2.056 -0.260 0.660  -0.500
O2 1.391 -1.415 -0.416  -0.924
O3 -0.687 2.217 0.540  -0.514
H1 1.879 -2.140 -0.033  0.461
H2 2.170 -1.079 -0.990  0.463

Computed properties:
energy above the lowest of the compared OMol25 structures with the same formula, charge and spin = 0.778 eV
LUMO level = 0.74 eV
net charge = 0
gap between HOMO and LUMO = 12.399 eV
highest occupied orbital energy = -11.66 eV
multiplicity = 1
calculated total energy = -8247.819 eV